The following is a DFT calculation (ωB97M-V/def2-TZVPD) of a cluster of 30 separate species, C57H183N9O39 in total.

```
288
Properties=species:S:1:pos:R:3:forces:R:3
C 4.120 4.446 6.994 0.330 -0.318 0.178
O 4.107 3.256 7.772 -0.016 -0.266 -0.001
C 4.661 2.124 7.084 1.854 0.860 0.201
C 6.259 2.241 7.012 -1.178 0.780 1.242
N 7.004 1.632 8.177 -1.032 -0.521 -2.560
C 7.097 0.172 7.975 0.649 -0.341 0.857
C 8.082 -0.367 6.874 -0.267 1.127 2.070
O 9.466 -0.236 7.386 -2.196 -1.173 -0.437
C 10.499 -0.498 6.437 -0.598 0.832 0.778
H 5.125 4.812 6.784 0.434 -0.210 -0.068
H 3.677 5.270 7.554 -0.458 -0.378 0.058
H 3.639 4.282 6.030 -0.389 0.117 -0.043
H 4.216 2.104 6.089 0.167 -0.110 -0.350
H 4.421 1.184 7.580 -0.289 0.356 0.396
H 6.488 3.295 7.168 -0.207 0.235 -0.403
H 6.616 1.994 6.012 0.146 -0.485 -0.067
H 7.930 1.995 8.002 0.483 0.021 0.567
H 6.105 -0.269 7.870 -0.148 0.322 -0.636
H 7.317 -0.208 8.972 0.793 -0.394 -0.075
H 7.885 0.254 6.001 0.540 -0.090 -0.406
H 7.718 -1.376 6.680 0.787 -0.356 -0.204
H 11.397 -0.453 7.054 0.225 0.401 -0.419
H 10.361 0.327 5.738 0.934 -0.207 -0.606
H 10.525 -1.472 5.949 -0.624 -0.133 -0.036
C -6.560 6.832 -7.286 -1.849 -0.646 1.732
O -5.639 5.798 -7.293 1.234 -2.590 -0.018
C -5.375 5.024 -6.033 0.520 1.556 0.192
C -4.866 3.581 -6.161 -1.535 0.171 -1.883
N -3.809 3.493 -7.111 1.329 0.327 -0.258
C -3.523 2.157 -7.707 -1.022 2.142 0.807
C -4.602 1.762 -8.695 -0.625 -1.440 -1.062
O -5.897 1.319 -8.155 2.397 0.285 0.002
C -6.770 0.667 -9.055 -0.485 1.084 0.546
H -6.399 7.509 -6.448 0.545 0.799 -0.438
H -7.543 6.447 -7.012 -0.495 -0.459 0.137
H -6.808 7.263 -8.256 1.162 0.181 -0.056
H -6.237 4.963 -5.368 -0.338 0.415 -0.212
H -4.599 5.631 -5.567 0.011 0.015 0.411
H -5.696 3.063 -6.643 -0.642 -0.573 0.755
H -4.571 3.100 -5.229 -0.329 0.404 0.352
H -4.116 4.097 -7.860 0.380 0.183 -0.370
H -3.360 1.468 -6.878 0.053 -0.290 -0.294
H -2.596 2.423 -8.214 0.063 -1.084 -0.377
H -4.207 1.000 -9.367 0.098 -0.835 0.277
H -4.732 2.537 -9.451 -0.449 0.797 0.352
H -7.059 1.369 -9.838 -0.181 0.026 -0.235
H -7.613 0.514 -8.381 -0.354 -0.423 -0.556
H -6.466 -0.261 -9.538 0.566 -0.134 0.351
C -3.253 0.650 -1.712 -0.786 -0.309 -0.409
O -2.386 -0.465 -1.578 0.968 0.662 1.683
C -2.048 -0.685 -0.170 0.553 -0.957 -1.407
C -0.778 -1.576 -0.066 0.133 1.246 -0.988
N 0.411 -1.001 -0.882 -0.830 -1.056 2.138
C 0.728 0.373 -0.478 -0.594 0.690 0.185
C 1.259 0.514 0.955 -0.072 -1.134 0.277
O 2.640 0.765 0.976 1.246 0.072 1.024
C 3.285 0.613 2.273 0.375 1.079 -0.365
H -3.612 0.528 -2.734 -0.391 0.424 0.142
H -2.874 1.665 -1.594 0.837 -0.326 0.081
H -4.071 0.584 -0.995 -0.358 -0.221 -0.096
H -2.910 -1.219 0.231 0.083 0.131 0.547
H -1.864 0.261 0.339 -0.287 0.116 -0.022
H -0.995 -2.611 -0.331 0.126 0.108 -0.679
H -0.579 -1.666 1.001 0.526 0.338 0.044
H 0.112 -0.947 -1.846 -0.150 -0.376 -0.240
H -0.165 0.988 -0.584 -0.076 0.322 0.135
H 1.429 0.813 -1.187 0.234 -0.199 0.041
H 1.131 -0.450 1.448 -0.272 -0.335 0.143
H 0.725 1.220 1.591 -0.184 0.440 -0.281
H 4.334 0.885 2.159 -0.046 -0.501 -0.661
H 3.204 -0.349 2.778 -0.395 -0.242 -0.583
H 3.026 1.385 2.997 -0.952 0.153 -0.031
C -5.173 1.589 5.984 -1.025 0.334 0.720
O -5.046 0.664 4.983 0.279 -1.381 -2.676
C -5.226 1.169 3.636 0.615 0.227 1.228
C -5.000 0.200 2.518 0.307 -0.546 1.694
N -5.918 -0.908 2.549 -0.934 -0.142 -1.142
C -5.736 -1.756 1.372 -0.200 -0.630 0.785
C -5.270 -3.130 1.835 -2.226 -0.911 -2.166
O -4.089 -3.060 2.498 1.372 -0.591 1.039
C -3.798 -4.164 3.374 0.462 1.298 0.317
H -4.920 2.601 5.667 0.666 0.063 0.229
H -4.638 1.177 6.839 0.337 0.604 0.053
H -6.218 1.648 6.291 -0.394 0.113 0.175
H -4.458 1.925 3.468 -0.119 0.575 0.202
H -6.223 1.588 3.502 -0.175 0.190 0.236
H -4.034 -0.299 2.596 0.861 0.860 -0.292
H -5.087 0.896 1.683 -0.068 -0.704 -0.696
H -5.673 -1.540 3.298 0.075 0.657 0.621
H -4.965 -1.415 0.681 -0.008 0.466 -0.011
H -6.685 -1.830 0.841 0.074 -0.247 -0.267
H -5.268 -3.748 0.937 0.810 -0.254 -0.621
H -6.045 -3.694 2.353 -0.303 0.442 1.021
H -4.667 -4.444 3.969 -0.180 -0.108 -0.184
H -3.067 -3.728 4.054 0.065 -0.263 0.150
H -3.328 -5.032 2.911 -0.285 0.012 -0.460
C -1.390 -0.993 -12.612 -0.626 -0.156 0.824
O -0.568 -1.467 -11.541 0.043 0.670 0.425
C -1.202 -1.215 -10.251 -0.349 -0.702 -0.039
C -0.232 -1.226 -9.003 0.040 0.890 -0.963
N -0.689 -0.428 -7.858 -2.723 -1.408 -0.757
C -1.831 -1.151 -7.136 1.875 1.067 0.856
C -1.441 -2.519 -6.485 -1.704 1.150 -1.090
O -1.828 -3.477 -7.511 -0.213 1.796 0.957
C -1.457 -4.766 -7.258 1.716 -1.439 -0.143
H -1.388 -1.677 -13.461 0.475 0.071 0.057
H -1.196 0.039 -12.902 0.660 0.012 -0.145
H -2.426 -0.941 -12.278 -0.307 -0.298 0.053
H -1.916 -2.032 -10.145 -0.172 -0.193 0.285
H -1.832 -0.331 -10.350 0.431 0.538 0.425
H 0.688 -0.786 -9.389 0.281 -0.241 0.188
H -0.107 -2.268 -8.711 0.394 -0.054 -0.186
H -0.014 0.013 -7.250 0.073 -0.603 -0.103
H -2.717 -1.296 -7.753 0.341 -0.053 -0.455
H -2.144 -0.420 -6.390 0.009 -0.256 0.425
H -2.031 -2.696 -5.585 -0.447 -0.127 -0.026
H -0.431 -2.449 -6.083 0.584 -0.665 -0.848
H -1.347 -5.021 -6.204 -0.386 0.063 0.302
H -0.460 -4.885 -7.683 0.446 -0.433 0.024
H -2.064 -5.520 -7.760 -0.474 0.343 0.052
C 2.461 -7.274 9.566 -1.647 -0.800 -0.420
O 1.909 -6.045 9.883 -0.006 -0.161 -0.602
C 2.917 -5.097 10.152 -1.423 -1.441 0.739
C 2.228 -3.812 9.893 1.415 0.332 -0.036
N 3.243 -2.825 10.246 -1.780 1.853 -0.494
C 2.627 -1.487 9.972 2.092 0.411 0.836
C 2.633 -1.108 8.504 -1.384 -1.218 -1.787
O 3.916 -1.189 7.867 0.148 0.484 0.793
C 3.886 -1.113 6.447 0.141 0.185 0.331
H 3.129 -7.182 8.710 0.704 -0.213 0.359
H 1.619 -7.853 9.187 -0.012 -0.350 0.025
H 2.793 -7.781 10.472 0.820 -0.138 -0.190
H 3.822 -5.304 9.582 0.025 0.339 -0.469
H 3.174 -5.274 11.196 0.337 0.689 0.287
H 1.291 -3.739 10.446 0.346 0.144 0.632
H 1.889 -3.741 8.859 0.212 -0.222 -0.383
H 3.991 -2.902 9.572 0.351 -0.175 -0.048
H 3.236 -0.751 10.498 0.066 0.158 0.141
H 1.672 -1.498 10.497 -0.272 0.292 -0.663
H 2.059 -0.242 8.174 0.530 1.048 0.738
H 1.991 -1.820 7.986 -0.059 -0.830 -0.140
H 3.287 -0.273 6.094 -0.680 -0.180 0.014
H 3.592 -2.079 6.036 -0.314 0.082 -0.240
H 4.864 -0.847 6.046 0.326 -0.354 0.373
C -6.747 -0.973 -2.146 0.692 -0.348 0.693
O -6.126 0.041 -2.892 -0.159 -0.753 -0.136
C -6.266 -0.056 -4.292 1.036 0.428 0.072
C -5.077 -0.850 -4.872 -1.570 1.846 -2.327
N -4.940 -2.187 -4.503 0.569 -1.483 0.772
C -3.954 -2.322 -3.478 0.035 -1.503 1.098
C -3.862 -3.787 -3.002 -1.060 1.271 0.939
O -5.156 -4.138 -2.353 1.143 0.350 0.532
C -5.155 -5.476 -1.840 1.100 -1.277 -2.211
H -6.938 -1.880 -2.721 -0.313 0.205 -0.102
H -7.640 -0.588 -1.653 -0.179 -0.189 0.033
H -6.016 -1.274 -1.397 -0.261 -0.043 0.269
H -6.176 0.989 -4.590 -0.160 -0.022 -0.676
H -7.280 -0.402 -4.491 0.093 -0.348 -0.555
H -4.167 -0.266 -4.741 0.111 -0.128 0.494
H -5.165 -0.875 -5.958 -0.414 0.631 -0.416
H -5.805 -2.611 -4.199 -0.012 -0.072 -0.116
H -4.129 -1.668 -2.624 -0.185 -0.140 0.312
H -2.966 -2.010 -3.816 0.104 -0.153 -0.352
H -3.067 -3.765 -2.256 0.026 -0.546 0.188
H -3.603 -4.435 -3.839 -0.273 -0.324 0.046
H -4.226 -5.861 -1.418 0.453 0.894 0.608
H -5.153 -6.065 -2.757 -0.432 -0.647 -0.144
H -5.946 -5.903 -1.223 -0.509 1.322 0.058
C -0.258 -7.119 0.006 -0.416 -0.948 0.298
O -0.371 -6.813 -1.367 0.016 0.245 0.248
C -0.511 -5.394 -1.579 0.247 -1.443 0.536
C -0.364 -5.048 -3.041 -0.131 1.008 0.860
N 0.992 -5.090 -3.495 1.490 0.105 -0.730
C 1.793 -3.907 -3.083 -0.430 0.062 -0.705
C 3.043 -3.648 -3.960 0.203 -0.994 0.608
O 2.822 -3.358 -5.348 -0.243 0.277 1.605
C 2.329 -2.021 -5.407 -0.921 -0.632 -1.670
H -0.402 -8.186 0.177 -0.490 -0.180 -0.553
H -1.020 -6.615 0.601 -0.075 0.262 0.084
H 0.709 -7.022 0.500 0.491 0.985 -0.469
H 0.222 -4.959 -0.900 0.261 0.707 -0.397
H -1.491 -5.064 -1.233 -0.338 -0.040 0.112
H -0.707 -4.014 -3.085 -0.411 0.611 -0.095
H -1.093 -5.592 -3.641 0.401 -0.488 -0.072
H 1.034 -5.080 -4.504 -0.188 -0.292 -0.228
H 2.074 -4.015 -2.036 0.256 0.174 -0.082
H 1.170 -3.017 -3.180 -0.307 0.316 0.370
H 3.668 -4.533 -3.838 0.099 -0.166 -0.636
H 3.641 -2.832 -3.554 -0.199 0.162 0.358
H 1.997 -1.941 -6.443 0.224 0.421 -0.228
H 3.052 -1.234 -5.195 0.199 -0.169 0.292
H 1.396 -1.899 -4.857 0.210 0.168 0.527
C 2.501 6.348 3.319 -0.383 0.555 -0.311
O 1.723 5.370 3.920 -0.810 -1.455 0.509
C 0.599 4.857 3.202 -0.022 -0.408 0.467
C 0.446 3.329 3.574 -0.101 1.524 0.926
N 0.290 3.037 5.030 0.537 0.166 -1.338
C 0.956 1.806 5.378 -1.321 -0.681 0.585
C 0.087 0.516 4.918 1.179 2.383 1.702
O -0.988 0.582 5.815 -0.113 -0.243 0.948
C -1.903 -0.437 5.593 -0.741 -0.165 -1.474
H 1.876 7.156 2.939 -0.031 0.405 0.147
H 3.040 5.998 2.437 0.366 -0.238 0.063
H 3.141 6.695 4.130 0.278 0.233 -0.403
H 0.701 5.071 2.138 0.423 -0.707 -0.367
H -0.283 5.462 3.408 -0.301 -0.122 0.697
H 1.370 2.870 3.221 0.011 -0.250 -0.195
H -0.440 2.850 3.156 0.179 0.307 -0.863
H 0.449 3.800 5.672 0.373 -0.008 -0.300
H 0.995 1.827 6.467 -0.590 -0.631 0.272
H 2.031 1.711 5.219 0.280 0.100 -1.264
H 0.743 -0.336 5.096 -0.173 -0.539 -0.165
H -0.362 0.519 3.925 0.630 0.160 -0.492
H -2.266 -0.360 4.568 -0.092 0.043 -0.613
H -2.844 -0.318 6.129 0.534 -0.102 0.712
H -1.445 -1.426 5.610 -0.045 -0.287 0.720
C 6.609 -4.587 3.993 0.774 2.070 -1.766
O 7.449 -5.111 4.920 1.298 -2.390 2.372
H 7.088 -4.890 3.062 -0.660 -0.175 -0.430
H 5.536 -4.783 3.975 0.048 -0.325 0.443
H 6.851 -3.526 4.040 -1.124 0.605 -0.435
H 7.132 -5.162 5.825 -0.341 0.256 -0.172
C 3.939 -1.036 -1.304 1.662 0.614 0.314
O 3.181 -1.901 -0.498 0.251 -0.181 -0.398
H 3.713 -0.803 -2.344 -1.003 -0.812 -0.242
H 4.036 -0.037 -0.878 -0.002 0.035 0.477
H 4.937 -1.475 -1.318 0.150 0.102 -0.079
H 2.280 -1.571 -0.467 -0.961 -0.029 -0.147
C 5.434 4.177 3.606 -0.583 0.849 0.712
O 6.814 4.509 3.685 0.027 0.153 -0.347
H 4.811 4.889 4.147 0.122 -0.001 0.386
H 5.047 4.312 2.596 0.372 -0.532 -0.142
H 5.284 3.191 4.046 -0.333 -0.192 -0.358
H 6.967 4.917 4.540 0.124 -0.061 -0.001
O 2.624 2.944 -0.694 0.109 0.817 -0.748
H 2.093 3.217 0.054 -0.171 -0.192 0.270
H 3.113 2.185 -0.378 0.063 -0.509 0.442
O 5.870 -0.585 3.569 0.349 0.303 0.652
H 5.185 -1.038 3.077 -0.194 -0.601 -0.281
H 6.154 0.122 2.989 0.177 0.270 -0.175
O 5.088 4.648 -1.226 0.127 0.540 -0.284
H 4.469 4.150 -0.692 -0.464 -0.181 0.158
H 5.868 4.095 -1.268 0.062 -0.296 0.099
O -6.326 3.877 1.092 0.222 0.095 0.190
H -6.482 4.186 0.200 -0.014 0.000 -0.282
H -7.128 3.411 1.328 -0.217 -0.165 0.099
O 1.487 1.964 -4.427 -1.006 -0.111 0.148
H 2.403 2.118 -4.193 0.381 -0.190 0.169
H 1.494 1.880 -5.380 0.119 -0.041 -0.229
O 6.005 2.375 1.418 -0.157 -0.331 0.064
H 6.341 3.001 2.061 0.193 0.081 0.161
H 6.658 2.377 0.718 0.131 -0.207 -0.430
O -0.607 -0.404 -3.671 0.380 -0.485 -0.661
H 0.022 0.291 -3.479 0.374 0.507 -0.256
H -1.394 -0.156 -3.187 -0.352 0.016 0.457
O 4.372 -2.501 2.143 0.179 -0.066 0.505
H 4.090 -2.343 1.242 -0.369 0.241 -0.842
H 3.927 -3.310 2.395 -0.043 -0.181 0.124
O 1.403 6.105 -2.698 0.105 0.092 -0.171
H 0.747 5.520 -2.318 -0.363 -0.398 0.059
H 0.965 6.501 -3.451 -0.056 0.174 -0.227
O 3.449 4.365 -4.042 0.136 -0.236 -0.671
H 3.652 5.293 -3.923 0.052 0.171 0.157
H 3.119 4.080 -3.190 -0.057 0.047 0.516
O -8.743 1.846 -1.270 -0.036 -0.033 0.290
H -8.865 1.169 -1.936 -0.031 -0.236 -0.213
H -9.465 2.457 -1.415 -0.192 0.247 0.010
O 7.488 2.947 -0.990 -0.074 -0.107 0.034
H 7.638 3.077 -1.926 0.155 -0.134 -0.329
H 7.812 3.749 -0.581 0.274 0.347 0.192
O -1.069 3.462 -0.738 0.838 0.159 0.648
H -1.997 3.677 -0.835 -0.523 -0.025 -0.182
H -0.814 3.109 -1.590 -0.052 -0.209 -0.503
O 2.038 6.156 -0.085 0.095 0.071 0.888
H 1.743 5.250 0.014 -0.059 -0.124 -0.020
H 1.885 6.358 -1.008 0.135 0.259 -0.427
O -1.494 2.539 -3.543 -0.050 -0.107 0.206
H -2.074 3.256 -3.799 -0.310 0.277 0.023
H -0.879 2.456 -4.272 0.480 -0.082 -0.192
O -6.064 2.300 -1.877 0.671 1.783 0.442
H -5.998 1.541 -2.455 0.049 -0.652 -0.060
H -6.904 2.191 -1.431 -0.389 0.079 0.132
O 4.253 1.757 -4.479 0.044 -0.608 -0.112
H 5.178 1.596 -4.292 0.145 -0.141 0.116
H 4.213 2.685 -4.712 0.056 0.847 0.009
O -3.748 3.967 -1.480 0.555 0.494 -0.079
H -3.988 4.722 -0.943 -0.020 0.253 0.178
H -4.585 3.590 -1.752 -0.718 -0.746 -0.059
```
Positions in Å, forces in eV/Å.

Calculated values
**Molecular weight**: 1619.115 g/mol
**Total charge**: 0
**E_tot**: -155321.3636 eV